Entry 1:
Computed, not measured: a molecular structure, ClHg in a non-equilibrium geometry, with the ωB97M-V functional and the def2-TZVPD basis.

Geometry as XYZ:
```
2
Properties=species:S:1:pos:R:3:lowdin_charge:R:1
Hg -13.9568 28.1263 9.6131 1.072
Cl -13.8247 28.7708 12.0535 -0.072
```

Its charge is +1. Its energy relative to the best compared isomer or geometry (same formula, charge and spin) is 26.93 kJ/mol. The orbital gap is 7.08 eV. The value obtained for the total energy is -613.24280 Eh.

=====

Entry 2:
Computed, not measured: a molecular structure, C25H23BrIrN4S2 in a non-equilibrium geometry, with the ωB97M-V functional and the def2-TZVPD basis.

Geometry as XYZ:
```
56
Properties=species:S:1:pos:R:3:lowdin_charge:R:1
Ir -0.8916 0.8475 -0.4525 0.976
C 1.5072 4.5495 1.2415 -0.137
C 0.4390 3.6753 0.6636 -0.789
S 0.7515 1.9948 0.8281 0.593
C -0.6976 4.2020 0.0864 -0.833
C -0.9460 5.6724 -0.0133 -0.134
S -1.9814 3.2598 -0.5426 0.637
H 2.3431 3.9505 1.5939 0.055
H 1.1157 5.1263 2.0766 0.088
H 1.8846 5.2502 0.4983 0.079
H -0.0313 6.2514 0.0457 0.070
H -1.6026 5.9862 0.7983 0.087
H -1.4647 5.8987 -0.9430 0.062
N 0.2339 1.7136 -2.3102 0.007
C 0.4195 0.7295 -3.3335 -0.251
C 0.5440 1.0239 -4.6674 0.001
C 0.7197 -0.0023 -5.6113 -0.045
C 0.7458 -1.3146 -5.2283 -0.009
C 0.5903 -1.6586 -3.8691 -0.135
C 0.5527 -2.9848 -3.3892 0.023
C 0.3812 -3.2182 -2.0491 -0.020
C 0.2302 -2.1304 -1.1825 -0.102
N 0.2498 -0.8877 -1.5986 0.024
C 0.4319 -0.6243 -2.9124 -0.177
H 1.1325 1.9535 -1.8879 0.088
H -0.1427 2.5771 -2.6965 0.094
H 0.5078 2.0513 -4.9999 0.125
H 0.8414 0.2596 -6.6490 0.116
H 0.8736 -2.1006 -5.9563 0.123
H 0.6600 -3.8068 -4.0818 0.129
H 0.3537 -4.2191 -1.6516 0.115
H 0.0936 -2.2783 -0.1199 0.114
Br 0.0020 -0.4381 6.8995 0.769
C -0.5644 -0.3237 5.0856 -0.657
C -1.9033 -0.0746 4.8078 -0.108
C -2.3236 0.0017 3.5008 -0.006
C -1.4201 -0.1650 2.4343 -0.294
C -0.0685 -0.4033 2.7453 -0.070
C 0.3557 -0.4848 4.0534 -0.101
N -1.8342 -0.0800 1.1257 -0.066
C -3.0684 -0.5102 0.7738 -0.029
C -3.4751 -0.3931 -0.5502 -0.233
C -4.7548 -0.7721 -1.0376 0.019
C -5.0741 -0.5619 -2.3472 -0.027
C -4.1162 0.0061 -3.2049 -0.004
C -2.8857 0.3382 -2.6880 -0.110
N -2.5513 0.1520 -1.4165 -0.086
H -2.6091 0.0671 5.6121 0.110
H -3.3557 0.2235 3.2835 0.115
H 0.6435 -0.5526 1.9454 0.078
H 1.3913 -0.6838 4.2861 0.112
H -3.6970 -1.0078 1.5001 0.141
H -5.4698 -1.2020 -0.3541 0.125
H -6.0509 -0.8196 -2.7233 0.121
H -4.3268 0.1716 -4.2461 0.117
H -2.1283 0.7663 -3.3271 0.108
```

Its charge is +1. The orbital gap is 4.36 eV. The value obtained for the total energy is -4660.04951 Eh.

=====

Entry 3:
Computed, not measured: a single C5H8N2 molecule, with the ωB97M-V functional and the def2-TZVPD basis.

Geometry as XYZ:
```
15
Properties=species:S:1:pos:R:3:lowdin_charge:R:1
C -2.2814 0.1758 -0.6673 -0.042
C -0.9249 0.1480 -0.0332 -0.341
C 0.2282 0.8192 -0.3767 -0.016
C 1.3324 0.1054 0.1784 -0.351
N 2.6897 0.3788 -0.0964 0.066
C 0.8162 -0.9490 0.8895 -0.087
N -0.5604 -0.8990 0.7631 0.033
H -3.1216 0.1529 0.0345 0.072
H -2.3926 1.0490 -1.3155 0.077
H -2.3656 -0.7153 -1.2993 0.079
H 0.2893 1.7012 -1.0021 0.104
H 3.3192 0.0149 0.6070 0.077
H 2.8639 1.3676 -0.2179 0.076
H 1.3063 -1.7626 1.4070 0.106
H -1.1986 -1.5869 1.1289 0.148
```

Its energy relative to the best compared isomer or geometry (same formula, charge and spin) is 25.74 kJ/mol. As for the SMILES: Cc1cc(N)c[nH]1. The orbital gap is 8.41 eV. The value obtained for the total energy is -304.82569 Eh.